[1]
Formula: H9O4
Source: the OMol25 dataset
Level of theory: ωB97M-V/def2-TZVPD

```
! wB97M-V def2-TZVPD RIJCOSX def2/J DEFGRID3
* xyz 1 1
O -0.212 1.066 0.078
H 0.236 0.550 -0.715
H -1.171 0.763 -0.180
H -0.006 0.442 0.882
O 0.531 -0.178 2.178
H 0.013 0.027 2.968
H 1.440 0.056 2.403
O -1.913 -0.625 -0.764
H -1.543 -1.207 -1.434
H -2.870 -0.542 -0.847
O 1.480 -0.037 -1.377
H 2.309 0.421 -1.190
H 1.706 -0.736 -2.003
*
```

Properties
Gap between HOMO and LUMO: 13.433 eV
LUMO: -3.4028 eV
Energy relative to the best compared isomer or geometry (same formula, charge and spin): 0.651 eV
E_tot: -306.1025 Eh
Max |F|: 0.0505 Eh/bohr
E_HOMO: -0.6187 Ha


[2]
Formula: HN2O2
Source: the OMol25 dataset
Level of theory: ωB97M-V/def2-TZVPD

```
! wB97M-V def2-TZVPD RIJCOSX def2/J DEFGRID3
* xyz -1 1
N -0.761 -0.704 -0.016
N 0.378 -0.220 0.008
O 1.444 -0.790 0.017
O 0.393 1.666 0.008
H -1.454 0.047 -0.017
*
```

Properties
Gap between HOMO and LUMO (alpha / beta): 8.982 / 8.983 eV
LUMO (alpha / beta): 5.2443 / 5.2439 eV
Energy relative to the best compared isomer or geometry (same formula, charge and spin): 2.316 eV
E_tot: -260.4414 Eh
Max |F|: 0.1034 Eh/bohr
E_HOMO (alpha / beta): -0.1374 / -0.1374 Ha


[3]
Formula: HN2O2S
Source: the OMol25 dataset
Level of theory: ωB97M-V/def2-TZVPD

```
! wB97M-V def2-TZVPD RIJCOSX def2/J DEFGRID3
* xyz 1 1
N 2.627 -0.866 0.126
N 1.688 -0.351 -0.194
O -0.958 0.550 -0.142
O -2.448 -1.337 0.094
S -2.414 0.037 0.040
H -0.082 0.060 -0.174
*
```

Properties
Gap between HOMO and LUMO: 10.983 eV
LUMO: -8.4215 eV
Energy relative to the best compared isomer or geometry (same formula, charge and spin): 0.000 eV
E_tot: -658.4651 Eh
Max |F|: 0.0830 Eh/bohr
E_HOMO: -0.7131 Ha


[4]
Formula: HN2O3P
Source: the OMol25 dataset
Level of theory: ωB97M-V/def2-TZVPD

```
! wB97M-V def2-TZVPD RIJCOSX def2/J DEFGRID3
* xyz 0 3
N 0.223 -1.663 0.424
N 2.100 0.116 0.025
O 1.970 0.829 0.956
O 0.525 -2.823 0.245
O 3.031 -0.303 -0.569
P 0.213 -0.502 -0.840
H -0.445 0.397 0.002
*
```

Properties
Gap between HOMO and LUMO (alpha / beta): 8.308 / 8.361 eV
LUMO (alpha / beta): -0.7211 / -1.6525 eV
Energy relative to the best compared isomer or geometry (same formula, charge and spin): 0.099 eV
E_tot: -676.9536 Eh
Max |F|: 0.0811 Eh/bohr
E_HOMO (alpha / beta): -0.3318 / -0.3680 Ha


[5]
Formula: HN2O4S
Source: the OMol25 dataset
Level of theory: ωB97M-V/def2-TZVPD

```
! wB97M-V def2-TZVPD RIJCOSX def2/J DEFGRID3
* xyz -1 1
N 2.800 0.175 -0.019
N 1.653 0.734 -0.058
O -3.190 -1.187 -1.093
O 0.593 0.054 0.050
O 1.583 1.965 -0.214
O -3.226 -0.691 1.279
S -2.903 -0.222 -0.055
H 2.690 -0.828 0.110
*
```

Properties
Gap between HOMO and LUMO: 6.086 eV
LUMO: 1.8637 eV
Energy relative to the best compared isomer or geometry (same formula, charge and spin): 1.893 eV
E_tot: -809.1992 Eh
Max |F|: 0.0340 Eh/bohr
E_HOMO: -0.1552 Ha


[6]
Formula: HN2O4S2
Source: the OMol25 dataset
Level of theory: ωB97M-V/def2-TZVPD

```
! wB97M-V def2-TZVPD RIJCOSX def2/J DEFGRID3
* xyz -1 1
N -2.167 1.738 -0.323
N -1.439 0.895 -0.295
O 1.888 0.847 1.833
O -2.821 2.713 -0.520
O 1.205 -0.758 0.200
O 0.409 1.524 0.010
S 3.100 1.060 -0.808
S 1.648 0.783 0.429
H 0.520 -0.404 -0.474
*
```

Properties
Gap between HOMO and LUMO: 8.140 eV
LUMO: 3.6527 eV
Energy relative to the best compared isomer or geometry (same formula, charge and spin): 1.190 eV
E_tot: -1207.4259 Eh
Max |F|: 0.0809 Eh/bohr
E_HOMO: -0.1649 Ha


[7]
Formula: HN2O5S
Source: the OMol25 dataset
Level of theory: ωB97M-V/def2-TZVPD

```
! wB97M-V def2-TZVPD RIJCOSX def2/J DEFGRID3
* xyz -1 3
N -1.145 -1.382 -0.107
N 0.189 -0.926 0.355
O 2.171 0.792 0.163
O 0.900 -1.591 1.124
O 0.185 1.262 1.455
O 0.101 1.234 -0.996
O -1.775 -0.503 -0.938
S 0.734 0.783 0.232
H -1.360 0.331 -1.288
*
```

Properties
Gap between HOMO and LUMO (alpha / beta): 7.630 / 8.470 eV
LUMO (alpha / beta): 3.9780 / 2.8768 eV
Energy relative to the best compared isomer or geometry (same formula, charge and spin): 0.000 eV
E_tot: -884.3832 Eh
Max |F|: 0.0723 Eh/bohr
E_HOMO (alpha / beta): -0.1342 / -0.2055 Ha


[8]
Formula: HN3O
Source: the OMol25 dataset
Level of theory: ωB97M-V/def2-TZVPD

```
! wB97M-V def2-TZVPD RIJCOSX def2/J DEFGRID3
* xyz 0 1
N 2.367 0.340 0.247
N 1.485 0.837 -0.103
N -1.047 -0.244 0.283
O -1.303 -1.384 -0.026
H -1.502 0.451 -0.401
*
```

Properties
Gap between HOMO and LUMO: 9.273 eV
LUMO: -0.3943 eV
Energy relative to the best compared isomer or geometry (same formula, charge and spin): 0.057 eV
E_tot: -240.0450 Eh
Max |F|: 0.0608 Eh/bohr
SMILES string: N#N.N=O
E_HOMO: -0.3553 Ha


[9]
Formula: HN6O3
Source: the OMol25 dataset
Level of theory: ωB97M-V/def2-TZVPD

```
! wB97M-V def2-TZVPD RIJCOSX def2/J DEFGRID3
* xyz -1 1
N -0.047 -0.073 1.418
N -1.833 1.371 -0.242
N -0.779 1.303 -0.695
N -2.835 0.899 0.243
N 0.373 0.725 0.455
N -0.354 -1.308 1.198
O -0.216 -1.874 0.105
O -3.793 1.167 0.919
O -0.644 -1.876 2.240
H 0.793 0.126 -0.444
*
```

Properties
Gap between HOMO and LUMO (alpha / beta): 7.915 / 7.915 eV
LUMO (alpha / beta): 3.8302 / 3.8296 eV
Energy relative to the best compared isomer or geometry (same formula, charge and spin): 1.355 eV
E_tot: -554.5631 Eh
Max |F|: 0.1012 Eh/bohr
SMILES string: O=N/N=N\NN=[N+]([O-])[O-]
E_HOMO (alpha / beta): -0.1501 / -0.1502 Ha


[10]
Formula: HNO2PS
Source: the OMol25 dataset
Level of theory: ωB97M-V/def2-TZVPD

```
! wB97M-V def2-TZVPD RIJCOSX def2/J DEFGRID3
* xyz -1 1
N -0.934 -1.093 -0.932
O 2.121 -0.521 1.070
O 1.180 1.292 -0.311
P -1.241 -0.003 0.073
S 1.680 -0.095 -0.275
H -2.805 0.420 0.375
*
```

Properties
Gap between HOMO and LUMO (alpha / beta): 6.184 / 6.179 eV
LUMO (alpha / beta): 3.3747 / 3.3725 eV
Energy relative to the best compared isomer or geometry (same formula, charge and spin): 2.954 eV
E_tot: -945.3318 Eh
Max |F|: 0.0437 Eh/bohr
E_HOMO (alpha / beta): -0.1033 / -0.1031 Ha


[11]
Formula: HNO2S
Source: the OMol25 dataset
Level of theory: ωB97M-V/def2-TZVPD

```
! wB97M-V def2-TZVPD RIJCOSX def2/J DEFGRID3
* xyz 0 3
N -0.082 -0.910 0.366
O 1.449 0.448 -1.245
O -0.903 -0.558 -0.610
S 0.339 0.634 -0.384
H -0.803 0.385 1.873
*
```

Properties
Gap between HOMO and LUMO (alpha / beta): 9.256 / 9.222 eV
LUMO (alpha / beta): -0.2565 / -1.6687 eV
Energy relative to the best compared isomer or geometry (same formula, charge and spin): 3.107 eV
E_tot: -603.7591 Eh
Max |F|: 0.0366 Eh/bohr
E_HOMO (alpha / beta): -0.3496 / -0.4002 Ha


[12]
Formula: HNO3
Source: the OMol25 dataset
Level of theory: ωB97M-V/def2-TZVPD

```
! wB97M-V def2-TZVPD RIJCOSX def2/J DEFGRID3
* xyz 0 1
N -1.608 -0.373 -0.184
O -1.859 0.190 0.753
O 1.156 -0.280 0.167
O 0.284 0.469 -0.595
H 2.027 -0.006 -0.141
*
```

Properties
Gap between HOMO and LUMO (alpha / beta): 8.645 / 5.465 eV
LUMO (alpha / beta): -0.6595 / -2.2452 eV
Energy relative to the best compared isomer or geometry (same formula, charge and spin): 1.578 eV
E_tot: -280.8177 Eh
Max |F|: 0.0393 Eh/bohr
E_HOMO (alpha / beta): -0.3419 / -0.2833 Ha


[13]
Formula: HNO3P2
Source: the OMol25 dataset
Level of theory: ωB97M-V/def2-TZVPD

```
! wB97M-V def2-TZVPD RIJCOSX def2/J DEFGRID3
* xyz 0 1
N 1.321 -1.538 0.022
O 1.317 -1.106 1.120
O 1.044 1.881 0.076
O 0.774 -0.841 -0.856
P 0.037 0.840 -0.035
P -1.996 1.061 0.028
H -2.497 -0.297 -0.355
*
```

Properties
Gap between HOMO and LUMO (alpha / beta): 8.514 / 8.513 eV
LUMO (alpha / beta): -1.3168 / -1.3170 eV
Energy relative to the best compared isomer or geometry (same formula, charge and spin): 0.640 eV
E_tot: -963.6520 Eh
Max |F|: 0.0696 Eh/bohr
E_HOMO (alpha / beta): -0.3613 / -0.3613 Ha


[14]
Formula: HNO3S
Source: the OMol25 dataset
Level of theory: ωB97M-V/def2-TZVPD

```
! wB97M-V def2-TZVPD RIJCOSX def2/J DEFGRID3
* xyz 0 3
N 1.994 0.882 -0.064
O 0.806 0.616 -0.098
O 2.994 0.264 0.196
O -2.139 -0.512 -0.419
S -0.779 -1.124 0.150
H -2.876 -0.126 0.234
*
```

Properties
Gap between HOMO and LUMO (alpha / beta): 8.211 / 6.211 eV
LUMO (alpha / beta): -0.2719 / -2.4025 eV
Energy relative to the best compared isomer or geometry (same formula, charge and spin): 2.553 eV
E_tot: -679.0456 Eh
Max |F|: 0.0755 Eh/bohr
E_HOMO (alpha / beta): -0.3118 / -0.3166 Ha


[15]
Formula: HNO4S
Source: the OMol25 dataset
Level of theory: ωB97M-V/def2-TZVPD

```
! wB97M-V def2-TZVPD RIJCOSX def2/J DEFGRID3
* xyz 0 1
N -1.446 0.417 -0.074
O 1.007 -1.328 -0.309
O 2.984 -0.258 0.576
O -2.662 0.419 0.073
O -0.694 1.334 -0.092
S 1.827 -0.122 -0.236
H -1.015 -0.461 0.062
*
```

Properties
Gap between HOMO and LUMO: 10.527 eV
LUMO: -1.5092 eV
Energy relative to the best compared isomer or geometry (same formula, charge and spin): 0.167 eV
E_tot: -754.3863 Eh
Max |F|: 0.0672 Eh/bohr
E_HOMO: -0.4423 Ha


[16]
Formula: HNP4
Source: the OMol25 dataset
Level of theory: ωB97M-V/def2-TZVPD

```
! wB97M-V def2-TZVPD RIJCOSX def2/J DEFGRID3
* xyz 0 1
N -0.647 -1.220 -1.840
P 0.147 -1.839 1.135
P -0.802 0.256 -1.910
P -0.047 1.550 -0.376
P 0.492 0.089 1.003
H 0.857 1.163 1.987
*
```

Properties
Gap between HOMO and LUMO (alpha / beta): 6.976 / 5.933 eV
LUMO (alpha / beta): -1.5604 / -2.4578 eV
Energy relative to the best compared isomer or geometry (same formula, charge and spin): 3.827 eV
E_tot: -1420.5977 Eh
Max |F|: 0.0564 Eh/bohr
SMILES string: N#P=P[PH]#P
E_HOMO (alpha / beta): -0.3137 / -0.3084 Ha


[17]
Formula: HO2PS
Source: the OMol25 dataset
Level of theory: ωB97M-V/def2-TZVPD

```
! wB97M-V def2-TZVPD RIJCOSX def2/J DEFGRID3
* xyz 0 1
O 3.263 0.655 0.067
O 1.904 -1.467 0.037
P 0.411 1.175 0.001
S 2.008 -0.033 -0.067
H -0.427 0.151 0.430
*
```

Properties
Gap between HOMO and LUMO: 8.460 eV
LUMO: -1.2262 eV
Energy relative to the best compared isomer or geometry (same formula, charge and spin): 2.268 eV
E_tot: -890.5444 Eh
Max |F|: 0.0267 Eh/bohr
SMILES string: O=S(=O)=P
E_HOMO: -0.3560 Ha


[18]
Formula: HO2S
Source: the OMol25 dataset
Level of theory: ωB97M-V/def2-TZVPD

```
! wB97M-V def2-TZVPD RIJCOSX def2/J DEFGRID3
* xyz -1 1
O -0.445 -1.380 -0.240
O -0.732 1.109 -0.212
S -0.071 -0.086 0.494
H 1.248 0.358 -0.042
*
```

Properties
Gap between HOMO and LUMO: 7.358 eV
LUMO: 4.3946 eV
Energy relative to the best compared isomer or geometry (same formula, charge and spin): 0.153 eV
E_tot: -549.2720 Eh
Max |F|: 0.0616 Eh/bohr
E_HOMO: -0.1089 Ha


[19]
Formula: HO3PS2
Source: the OMol25 dataset
Level of theory: ωB97M-V/def2-TZVPD

```
! wB97M-V def2-TZVPD RIJCOSX def2/J DEFGRID3
* xyz 0 3
O -0.344 -0.886 0.416
O 1.734 -0.137 1.396
O 3.085 1.722 -0.500
P 3.312 0.548 0.332
S 2.170 -1.138 -1.063
S 1.179 -1.350 0.674
H -0.330 0.074 0.327
*
```

Properties
Gap between HOMO and LUMO (alpha / beta): 5.983 / 6.851 eV
LUMO (alpha / beta): -0.2077 / -3.6139 eV
Energy relative to the best compared isomer or geometry (same formula, charge and spin): 2.201 eV
E_tot: -1363.9189 Eh
Max |F|: 0.0608 Eh/bohr
E_HOMO (alpha / beta): -0.2275 / -0.3846 Ha


[20]
Formula: HO3S3
Source: the OMol25 dataset
Level of theory: ωB97M-V/def2-TZVPD

```
! wB97M-V def2-TZVPD RIJCOSX def2/J DEFGRID3
* xyz -1 1
O 0.955 0.190 -1.519
O 0.188 1.467 0.394
O -0.591 -1.252 0.421
S 2.652 -0.010 0.748
S -1.914 -0.880 -0.296
S 0.937 0.341 -0.077
H -2.226 0.145 0.329
*
```

Properties
Gap between HOMO and LUMO (alpha / beta): 7.019 / 7.016 eV
LUMO (alpha / beta): 3.1619 / 3.1616 eV
Energy relative to the best compared isomer or geometry (same formula, charge and spin): 2.221 eV
E_tot: -1420.8867 Eh
Max |F|: 0.0735 Eh/bohr
E_HOMO (alpha / beta): -0.1417 / -0.1416 Ha